Record 1
75
Properties=species:S:1:pos:R:3:forces:R:3 method="wB97M-V/def2-TZVPD" charge=-1 largest_force_ev_per_a=3.25 lumo_energy_ev=1.60 multiplicity=1 e_homo_ev=-4.63
Co -0.0497 0.1466 0.0806 1.53 0.69 0.38
O -5.6196 0.1795 1.8923 1.18 -0.16 -0.70
C -4.4730 0.1379 1.4812 -0.51 0.99 2.64
C -3.9735 -0.3011 0.1818 -0.84 -1.29 -2.86
O -4.6726 -0.7568 -0.7459 1.37 0.76 1.43
C -2.5241 -0.1074 0.2332 -0.93 0.56 1.89
C -2.1101 0.3744 1.5008 0.36 -0.69 -1.42
O -0.8302 0.5423 1.6859 -0.50 0.16 0.51
C -3.2206 0.5948 2.3519 -2.44 -0.03 0.65
O -3.3491 1.0207 3.4861 0.54 -0.14 -0.43
O -1.6470 -0.3017 -0.6580 -0.01 -0.62 -1.35
C 0.9990 -0.9280 -3.9058 -0.04 0.09 0.37
C 1.4624 -0.0493 -2.7445 0.41 0.84 -1.07
C 2.9893 0.0252 -2.6893 -0.25 -0.16 0.10
C 0.9100 1.3586 -2.9202 0.03 -0.31 0.17
O 0.9487 -0.5661 -1.5043 -0.40 -0.20 0.21
Si 1.1687 -2.1006 -0.8937 0.11 -1.03 0.56
S 0.3358 -2.1166 0.9999 -0.20 1.07 -0.90
O 2.8012 -2.1886 -0.8459 -0.01 0.40 -0.05
C 3.6597 -3.2790 -0.6145 0.64 -0.46 0.03
C 3.1251 -4.1638 0.5084 0.06 0.28 -0.13
C 3.7838 -4.0878 -1.9077 -0.07 0.15 0.24
C 5.0168 -2.6750 -0.2317 -0.39 -0.12 -0.10
O 0.7104 -3.2686 -1.9344 0.31 0.29 0.05
C -0.4933 -3.9986 -2.1347 -0.51 -0.50 -0.22
C -0.5611 -5.1061 -1.0810 0.09 0.25 -0.18
C -0.3805 -4.6021 -3.5395 0.05 0.14 0.37
C -1.7141 -3.0927 -2.0384 0.29 -0.08 0.08
H 1.3307 -0.5057 -4.8510 0.07 0.11 -0.05
H -0.0878 -0.9736 -3.9033 -0.12 -0.07 -0.07
H 1.3961 -1.9314 -3.8080 0.04 -0.19 -0.07
H 3.3645 0.5473 -3.5646 -0.02 0.13 -0.15
H 3.4189 -0.9692 -2.6570 0.13 -0.03 -0.04
H 3.2832 0.5680 -1.7946 0.12 0.09 0.09
H 1.2090 1.7595 -3.8853 0.10 -0.03 -0.14
H 1.2945 2.0078 -2.1354 -0.05 0.04 0.01
H -0.1749 1.3448 -2.8652 -0.13 0.05 0.04
H 2.1648 -4.5746 0.2146 -0.17 -0.22 0.00
H 2.9652 -3.5728 1.4055 0.03 0.04 0.15
H 3.8159 -4.9741 0.7225 0.09 -0.14 0.01
H 2.7982 -4.4417 -2.1923 -0.07 -0.12 -0.10
H 4.4529 -4.9330 -1.7704 0.11 -0.13 0.00
H 4.1648 -3.4557 -2.7057 0.09 0.08 -0.13
H 4.9219 -2.1072 0.6896 -0.01 0.07 0.17
H 5.3501 -1.9978 -1.0140 0.06 0.06 -0.11
H 5.7602 -3.4548 -0.0942 0.13 -0.12 0.03
H 0.2994 -5.7663 -1.1758 0.09 -0.10 -0.02
H -1.4700 -5.6892 -1.1980 -0.13 -0.10 -0.02
H -0.5529 -4.6593 -0.0904 -0.05 0.01 0.13
H 0.5107 -5.2226 -3.6090 0.10 -0.08 -0.01
H -0.3071 -3.8103 -4.2793 -0.02 0.12 -0.12
H -1.2530 -5.2097 -3.7603 -0.13 -0.10 -0.04
H -1.8256 -2.7211 -1.0248 -0.06 0.08 0.08
H -2.6181 -3.6297 -2.3092 -0.12 -0.11 -0.06
H -1.6043 -2.2361 -2.6978 -0.05 0.10 -0.07
C 1.0315 5.1755 -1.7006 -0.71 -0.29 0.08
Si -0.7321 4.4090 -1.6757 0.30 0.07 -0.42
C -1.9879 5.7168 -1.0640 0.46 -0.66 0.03
C -1.1957 4.0749 -3.5091 0.21 -0.04 0.71
Se -0.8213 2.6555 -0.2053 0.06 0.40 -0.01
H 1.0416 6.1319 -2.2115 -0.03 0.28 -0.18
H 1.7322 4.5198 -2.2085 0.10 -0.20 -0.11
H 1.3958 5.3287 -0.6899 0.03 0.03 0.23
H -1.9662 6.6200 -1.6642 0.12 0.17 -0.23
H -1.7960 5.9868 -0.0315 0.07 0.05 0.23
H -2.9917 5.3072 -1.1075 -0.19 -0.13 -0.03
H -1.4235 5.0065 -4.0184 -0.03 0.27 -0.04
H -2.0704 3.4371 -3.5737 -0.20 -0.16 0.01
H -0.3873 3.5923 -4.0488 0.15 -0.11 -0.06
N 2.3878 1.8374 0.5413 0.05 0.27 -0.13
N 1.6948 0.6419 0.9358 0.21 -0.05 0.47
H 2.9640 2.1899 1.3058 -0.20 -0.24 -0.07
H 1.6730 2.5433 0.3419 -0.04 -0.21 0.04
H 1.4114 0.6619 1.9225 0.04 0.00 -0.29
H 2.3443 -0.1412 0.8223 -0.27 0.18 -0.02


Record 2
58
Properties=species:S:1:pos:R:3:forces:R:3 method="wB97M-V/def2-TZVPD" charge=0 largest_force_ev_per_a=0.27 de_lowest_kj_mol=13.2 lumo_energy_ev="-0.13 / -2.72" multiplicity=5 e_homo_ev="-8.09 / -9.15"
Rh -0.2968 -0.0580 0.6680 0.00 0.01 0.06
C -0.7294 2.3652 -2.2461 -0.03 0.05 -0.08
Se 0.6715 1.2110 -1.5711 0.03 0.01 -0.20
C 1.6566 2.5803 -0.5955 -0.02 0.06 0.00
C 0.9650 3.1019 0.6520 -0.03 0.10 -0.06
Se 0.9498 1.7908 2.0947 0.06 -0.02 0.16
C -0.3925 2.6437 3.1951 -0.01 0.10 0.01
H -0.2815 3.1371 -2.8683 -0.03 0.03 0.01
H -1.3093 2.7937 -1.4334 0.01 0.01 0.01
H -1.3866 1.7498 -2.8565 0.00 -0.02 0.02
H 1.8120 3.4029 -1.2954 0.00 -0.03 -0.01
H 2.6204 2.1276 -0.3740 0.01 0.01 0.02
H -0.0721 3.3753 0.4531 0.01 0.01 0.02
H 1.4924 3.9798 1.0296 0.00 -0.01 -0.01
H -1.3573 2.6320 2.6957 0.01 -0.01 -0.05
H -0.0719 3.6637 3.3980 -0.02 -0.01 0.05
H -0.4366 2.0701 4.1174 0.02 -0.03 -0.01
O 0.5371 -0.5424 4.4022 0.02 -0.01 0.00
C 0.3909 -1.4448 3.6108 -0.06 -0.02 -0.05
N -0.0962 -1.3131 2.3187 -0.04 -0.17 0.12
C 0.0045 -2.5021 1.6573 -0.06 -0.03 -0.23
O -0.2261 -2.5387 0.4468 -0.01 0.02 0.12
C 0.4334 -3.5598 2.6007 0.03 -0.01 0.04
C 0.6471 -4.9127 2.4436 -0.02 0.10 0.09
C 1.1154 -5.6058 3.5556 0.02 -0.02 0.07
C 1.3646 -4.9554 4.7626 0.01 -0.07 -0.03
C 1.1519 -3.5874 4.9062 -0.05 -0.01 -0.12
C 0.6785 -2.9097 3.8026 0.07 0.01 0.12
H 0.4650 -5.4059 1.4995 0.00 0.00 -0.03
H 1.2991 -6.6699 3.4859 0.00 -0.01 -0.01
H 1.7402 -5.5304 5.5990 -0.01 0.00 0.01
H 1.3545 -3.0729 5.8351 0.01 0.02 0.01
C -6.0381 4.3688 5.3042 -0.02 -0.08 0.01
C -7.4569 4.5469 4.8356 -0.11 0.06 0.11
O -8.3152 5.0206 5.5291 0.03 0.03 -0.07
S -7.9564 4.0213 3.1933 0.02 -0.03 -0.02
C -6.4958 3.2714 2.5189 0.08 -0.05 -0.03
C -5.6304 4.0159 1.7220 -0.04 0.04 -0.01
C -4.4951 3.4321 1.1914 -0.04 0.01 0.04
C -4.2095 2.0898 1.4532 0.13 -0.07 -0.07
C -5.0817 1.3398 2.2457 -0.06 0.07 0.02
C -6.2205 1.9285 2.7638 -0.04 0.01 0.05
C -3.0312 1.4843 0.9183 0.00 0.04 -0.16
C -2.0286 0.9600 0.4447 0.00 -0.06 0.20
H -5.8200 5.1796 5.9951 0.02 -0.01 0.03
H -5.3061 4.3341 4.5037 -0.01 0.03 -0.03
H -5.9918 3.4259 5.8532 0.04 0.00 0.00
H -5.8512 5.0562 1.5234 -0.01 0.01 0.00
H -3.8205 4.0110 0.5754 0.01 -0.01 -0.02
H -4.8625 0.3007 2.4470 0.02 -0.02 -0.02
H -6.9008 1.3475 3.3721 -0.02 0.00 0.01
Cl 4.1913 -0.6293 -1.6157 0.00 -0.02 0.02
C 4.2116 -0.7392 0.1554 0.09 0.01 -0.06
Cl 4.7846 0.7960 0.8621 -0.02 -0.06 0.03
C 2.8112 -1.0781 0.7022 -0.06 0.01 0.24
O 2.7072 -2.0614 1.4128 0.06 0.01 -0.06
O 1.9140 -0.2345 0.3609 0.05 0.01 -0.26
H 4.9206 -1.5086 0.4378 -0.04 0.02 -0.01


Record 3
21
Properties=species:S:1:pos:R:3:forces:R:3 method="wB97M-V/def2-TZVPD" charge=+1 largest_force_ev_per_a=8.51 de_lowest_kj_mol=100.4 lumo_energy_ev=-3.57 multiplicity=1 e_homo_ev=-12.58
C -1.7995 -0.4495 -0.8852 -1.29 -2.07 0.62
C -1.6944 -0.2411 0.4934 -2.45 0.57 0.18
C 0.2307 0.0979 -0.3911 -0.69 1.52 -0.14
C -0.0644 -0.4029 -2.7606 0.20 -0.62 0.22
C 0.2311 0.7283 1.8926 1.52 -0.33 3.45
C 0.1292 -3.0092 0.5200 3.27 -6.20 -1.73
N -0.5916 -0.2936 -1.4118 3.87 1.66 2.39
N -0.4452 0.1925 0.8302 -0.07 -0.92 -8.46
I 2.1502 -2.4270 0.8420 0.53 -0.03 0.22
H -2.4531 -1.0579 -1.5352 -0.50 0.88 1.04
H -2.5514 -0.2473 1.1818 0.79 -0.22 -0.20
H -0.2321 -2.1661 0.1413 -2.85 3.17 0.07
H 1.1083 0.6968 -0.6408 0.12 -0.76 0.54
H -0.2975 0.4063 -3.3873 -0.54 1.26 -0.51
H 0.9878 -0.6018 -2.8265 0.72 0.43 0.84
H -0.4153 -1.2835 -3.1909 -1.24 -1.46 -0.80
H 0.1758 -0.0855 2.5971 0.27 0.15 1.21
H 1.3047 0.8419 1.6995 -0.46 0.05 -0.34
H -0.1623 1.6305 2.3243 -0.46 0.35 -0.10
H 0.2001 -3.6058 -0.4895 0.05 0.70 1.81
H -0.0849 -3.8335 1.2526 -0.81 1.89 -0.32


Record 4
83
Properties=species:S:1:pos:R:3:forces:R:3 method="wB97M-V/def2-TZVPD" charge=+1 largest_force_ev_per_a=0.85 de_lowest_kj_mol=15.5 lumo_energy_ev="-2.11 / -3.33" multiplicity=3 e_homo_ev="-9.41 / -9.56"
Ni -0.0074 0.6010 0.2480 0.19 0.77 -0.31
C -0.0757 -1.3189 4.8244 0.10 0.04 -0.06
Sb -0.0747 0.1589 3.2780 -0.19 -0.01 -0.08
C 0.0448 1.7997 4.6349 -0.05 0.03 -0.01
C -2.2261 0.1760 2.9555 0.05 0.06 -0.04
C -2.9808 -1.0422 3.3916 0.05 0.02 -0.06
C -3.9592 -0.9018 4.3712 -0.06 -0.02 -0.01
C -4.7430 -1.9683 4.7788 0.01 -0.04 -0.03
C -4.5585 -3.2095 4.1931 0.03 0.06 0.00
C -3.5696 -3.3675 3.2364 -0.06 0.00 0.00
C -2.7584 -2.3093 2.8330 0.06 -0.03 -0.04
C -1.6339 -2.6333 1.8836 -0.05 0.00 -0.01
Sb -1.3285 -1.5862 0.0232 -0.09 -0.57 0.14
C -3.3164 -1.7391 -0.6948 0.02 0.10 0.02
C -0.4703 -3.2929 -0.9021 -0.01 0.00 -0.04
H -0.9055 -1.1010 5.4900 -0.08 0.01 0.09
H 0.8592 -1.2550 5.3741 0.08 0.01 0.05
H -0.1887 -2.3228 4.4328 -0.01 -0.12 -0.02
H -0.7874 1.7250 5.3338 -0.01 0.03 0.02
H 0.0006 2.7461 4.1010 0.00 -0.03 0.02
H 0.9776 1.7359 5.1902 0.06 0.00 0.02
H -2.3680 0.3697 1.8859 0.00 0.00 0.05
H -2.5980 1.0552 3.4861 0.00 -0.01 0.00
H -4.1205 0.0749 4.8083 -0.01 0.06 0.04
H -5.4983 -1.8259 5.5373 -0.05 0.01 0.05
H -5.1695 -4.0512 4.4826 -0.04 -0.05 0.03
H -3.4102 -4.3443 2.7969 0.01 -0.03 0.00
H -1.7531 -3.6668 1.5552 0.04 -0.02 0.00
H -0.6688 -2.5957 2.3929 0.04 0.02 0.03
H -3.6452 -2.7511 -0.4716 -0.07 -0.05 -0.02
H -3.3533 -1.5623 -1.7648 -0.01 0.01 -0.05
H -3.9599 -1.0284 -0.1819 -0.02 0.02 0.03
H -1.2284 -4.0722 -0.9218 -0.03 -0.07 0.00
H 0.3791 -3.6275 -0.3105 0.04 -0.02 0.03
H -0.1485 -3.0754 -1.9153 0.00 -0.05 -0.01
C -2.1639 5.2499 -1.5044 -0.04 -0.02 -0.02
N -1.3651 4.3652 -0.6654 0.19 -0.02 0.10
C -1.6867 3.6236 0.3800 -0.03 -0.16 -0.02
S -0.4073 2.7900 1.2237 0.06 0.03 0.08
N -2.9134 3.4910 0.8838 0.15 -0.08 0.11
C -4.2063 3.9499 0.3904 -0.04 0.01 -0.03
H -1.4718 5.7459 -2.1790 -0.04 0.03 0.00
H -2.6631 6.0103 -0.9106 -0.05 0.01 0.02
H -2.8832 4.7021 -2.1073 -0.03 -0.03 -0.01
H -0.4008 4.2496 -0.9465 -0.11 -0.05 0.06
H -2.9250 2.9270 1.7225 0.02 0.09 -0.16
H -4.3438 5.0201 0.5287 0.01 0.02 -0.02
H -4.9651 3.4308 0.9712 -0.01 0.05 -0.03
H -4.3474 3.6830 -0.6527 0.01 0.02 -0.04
C 2.8336 2.0422 -5.7598 0.03 0.02 0.02
S 1.7766 2.3346 -4.3240 -0.03 -0.09 0.05
C 0.8229 0.8569 -4.2621 -0.01 0.06 0.02
C -0.0345 0.5910 -3.2577 0.01 0.04 0.15
S -0.3164 1.5978 -1.8562 -0.03 0.02 -0.05
S -0.9614 -0.8761 -3.4386 -0.14 0.09 -0.09
C -0.2051 -1.4827 -4.8731 0.00 0.01 0.00
S -0.5212 -2.9366 -5.5368 -0.01 -0.01 0.01
S 0.9185 -0.3368 -5.5382 0.05 0.01 -0.04
H 3.4723 2.9212 -5.8294 -0.03 0.00 0.00
H 2.2531 1.9606 -6.6754 -0.02 0.00 -0.01
H 3.4635 1.1662 -5.6272 0.00 -0.04 0.02
C 4.5573 2.0648 0.4032 -0.05 0.06 -0.02
C 3.0310 2.0189 0.3812 0.02 0.06 -0.02
P 2.2896 0.3721 0.1146 0.00 -0.20 0.01
C 2.9480 -0.1413 -1.5091 0.06 0.03 -0.01
C 2.3325 -1.4135 -2.0791 0.04 -0.01 0.04
C 3.1321 -0.7069 1.3366 0.07 0.05 -0.01
C 2.5415 -2.1084 1.4670 -0.04 -0.02 0.00
H 4.8982 3.0943 0.5040 0.00 0.03 0.01
H 4.9892 1.6693 -0.5140 0.01 -0.02 -0.06
H 4.9664 1.5035 1.2403 0.02 -0.05 0.06
H 2.6290 2.6503 -0.4180 -0.01 -0.04 0.03
H 2.6142 2.4139 1.3116 0.02 -0.03 0.00
H 4.0310 -0.2506 -1.4093 0.00 0.03 -0.04
H 2.7637 0.6979 -2.1858 -0.02 0.02 0.03
H 2.6395 -2.2999 -1.5282 0.02 -0.06 0.03
H 2.6371 -1.5518 -3.1160 0.02 -0.01 -0.04
H 1.2465 -1.3614 -2.0621 0.01 -0.01 0.04
H 3.0905 -0.1846 2.2976 -0.04 0.00 -0.05
H 4.1874 -0.7667 1.0559 -0.02 0.01 0.05
H 1.4529 -2.0754 1.5603 0.01 0.02 0.02
H 2.9332 -2.6120 2.3505 0.02 0.00 0.01
H 2.7827 -2.7284 0.6059 -0.01 -0.01 -0.04